ORCA calculation (wB97M-V/def2-TZVPD) on a cluster of 2 separate species, C5H9NO4 in total in a non-equilibrium geometry.

Element x y z (Å)
C 0.486 0.288 2.385
C 0.579 -0.258 0.985
C 1.786 -0.403 0.228
C 1.665 -0.600 -1.265
O 2.919 -0.411 -1.899
C -0.762 -0.425 0.269
O -0.286 0.897 0.412
O -4.056 0.042 -1.517
N -4.097 1.237 -1.117
O -4.951 2.112 -1.355
H -0.552 0.206 2.718
H 1.161 -0.084 3.168
H 0.650 1.367 2.209
H 2.681 0.120 0.598
H 1.308 -1.627 -1.436
H 0.925 0.076 -1.746
H 2.854 -0.720 -2.834
H -0.785 -0.956 -0.660
H -1.526 -0.860 0.858

Calculated values
**Highest occupied orbital energy (spin up / spin down)**: -10.101 / -8.276 eV
**Energy above the lowest of the compared OMol25 structures with the same formula, charge and spin**: 9.3639 eV
**Net charge**: 0
**F_max**: 4.70 eV/Å
**HOMO-LUMO gap (spin up / spin down)**: 0.34293 / 0.20650 Ha


ORCA calculation (wB97M-V/def2-TZVPD) on the molecule C4H5NO in a non-equilibrium geometry.

Element x y z (Å)
C 1.655 -0.210 1.093
C 0.816 -0.553 0.141
O 0.822 -1.772 -0.744
N -0.445 -1.360 -1.195
C -0.450 -0.253 -0.497
C -1.421 0.855 -0.454
H 1.425 0.605 1.760
H 2.592 -0.726 1.223
H -2.244 0.641 -1.131
H -0.943 1.789 -0.753
H -1.807 0.983 0.558

Calculated values
**Highest occupied orbital energy**: -9.630 eV
**Energy above the lowest of the compared OMol25 structures with the same formula, charge and spin**: 3.3992 eV
**Net charge**: 0
**Structure (SMILES)**: C=C1ON=C1C
**F_max**: 2.29 eV/Å
**HOMO-LUMO gap**: 0.36781 Ha


ORCA calculation (wB97M-V/def2-TZVPD) on the molecule C5H12N2O in a non-equilibrium geometry.

Element x y z (Å)
C 0.752 -1.561 1.368
C 0.184 -1.447 -0.117
N 0.451 -0.211 -0.823
C 1.914 -0.007 -0.999
C -0.273 0.934 -0.498
O -0.047 2.035 -0.954
C -1.584 0.853 0.389
N -2.480 1.916 -0.100
H 0.376 -0.682 1.902
H 0.535 -2.476 1.793
H 1.818 -1.338 1.354
H 0.707 -2.209 -0.798
H -0.855 -1.686 -0.117
H 2.224 1.092 -1.332
H 2.692 -0.234 -0.219
H 2.155 -0.567 -1.830
H -2.322 -0.083 0.328
H -1.292 0.903 1.443
H -2.243 2.816 0.265
H -2.710 1.953 -1.057

Calculated values
**Highest occupied orbital energy**: -8.880 eV
**Energy above the lowest of the compared OMol25 structures with the same formula, charge and spin**: 2.4482 eV
**Net charge**: 0
**Structure (SMILES)**: CCN(C)C(=O)CN
**F_max**: 4.22 eV/Å
**HOMO-LUMO gap**: 0.36146 Ha


ORCA calculation (wB97M-V/def2-TZVPD) on a cluster of 2 separate species, C4H2Cl2F2O2 in total in a non-equilibrium geometry.

Element x y z (Å)
C -0.228 0.156 -0.827
C -0.149 -0.253 0.420
C -1.374 -0.212 -1.665
C 1.552 0.503 1.610
O -2.087 -1.210 -1.362
O -0.870 -1.182 0.992
F 1.971 -0.496 2.323
F 1.152 1.491 2.367
Cl -1.667 0.658 -3.039
Cl 2.770 1.086 0.432
H 0.482 0.894 -1.373
H -1.554 -1.434 0.123

Calculated values
**Highest occupied orbital energy**: -9.975 eV
**Energy above the lowest of the compared OMol25 structures with the same formula, charge and spin**: 2.9041 eV
**Net charge**: 0
**F_max**: 4.90 eV/Å
**HOMO-LUMO gap**: 0.35513 Ha